--- one ---
# C8H16O2

C8H16O2 in the gas phase (ωB97M-V/def2-TZVPD, the Open Molecules 2025 dataset).

Geometry as XYZ:
```
26
Properties=species:S:1:pos:R:3
C -1.896 0.761 1.068
C -1.101 -0.264 0.288
C -1.993 -1.375 -0.227
O 0.058 -0.927 1.137
C 1.054 -0.320 0.330
C 1.843 0.731 1.110
C 2.021 -1.335 -0.279
C -0.029 0.243 -0.699
C 0.012 1.731 -1.013
O -0.034 -0.391 -1.955
H -1.258 1.532 1.487
H -2.631 1.227 0.412
H -2.422 0.266 1.881
H -2.485 -1.059 -1.146
H -1.387 -2.260 -0.426
H -2.734 -1.650 0.519
H 2.470 0.223 1.839
H 2.476 1.314 0.445
H 1.174 1.393 1.652
H 2.705 -1.686 0.490
H 1.493 -2.208 -0.658
H 2.591 -0.877 -1.086
H 0.922 1.937 -1.570
H -0.009 2.355 -0.128
H -0.840 1.982 -1.643
H 0.004 -1.345 -1.827
```

Values from the calculation:
Multiplicity: 1
LUMO energy (Eh): 0.0299
Total charge: 0
Orbital gap (eV): 10.4
Structure (SMILES): CC1(C)OC(C)(C)C1(C)O
Molar mass (g/mol): 144.21

***

--- two ---
# C8H16O2

A molecular structure, C8H16O2 (ωB97M-V/def2-TZVPD, the Open Molecules 2025 dataset).

Geometry as XYZ:
```
26
Properties=species:S:1:pos:R:3
C 3.314 1.258 1.691
C 2.144 2.238 1.596
C 1.616 2.489 0.174
C 1.267 1.227 -0.604
O 2.280 0.762 -1.358
C 1.017 1.806 2.529
C 1.296 1.750 4.049
C -0.128 2.296 4.294
C -0.151 2.777 2.827
H 3.752 1.276 2.698
H 2.993 0.236 1.443
H 4.122 1.522 0.996
H 2.492 3.220 1.965
H 0.705 3.102 0.300
H 0.794 2.300 -1.178
H 0.713 0.463 -0.037
H 0.616 0.835 2.194
H 1.561 0.778 4.489
H 2.064 2.485 4.331
H -0.848 1.483 4.466
H -0.255 3.051 5.081
H 0.180 3.823 2.738
H -1.082 2.650 2.258
O 2.944 3.157 -0.883
H 3.022 1.735 -1.578
H 3.503 3.690 -0.313
```

Values from the calculation:
Multiplicity: 1
LUMO energy (Eh): 0.0192
Total charge: 0
Orbital gap (eV): 8.7
Molar mass (g/mol): 144.21

***

--- three ---
# C8H16O2

2 unconnected molecules or ions with the total composition C8H16O2 (ωB97M-V/def2-TZVPD, the Open Molecules 2025 dataset).

Geometry as XYZ:
```
26
Properties=species:S:1:pos:R:3
C 1.566 -1.651 -0.947
C 1.835 -0.454 -0.109
C 1.991 -0.873 1.364
C 2.685 0.157 2.252
O 1.524 -1.937 1.807
H 0.554 -2.043 -0.750
H 2.296 -2.459 -0.770
H 1.626 -1.349 -2.006
H 2.770 0.023 -0.460
H 1.020 0.288 -0.212
H 2.771 1.089 1.669
H 3.698 -0.177 2.533
H 2.115 0.368 3.172
C -2.758 1.777 -2.079
C -1.813 1.255 -0.932
C -2.163 -0.066 -0.312
C -1.396 -0.441 0.985
O -3.063 -0.816 -0.822
H -2.714 1.093 -2.943
H -2.392 2.768 -2.396
H -3.810 1.876 -1.761
H -0.729 1.227 -1.154
H -1.962 1.931 -0.068
H -2.112 -0.449 1.824
H -0.609 0.301 1.202
H -0.930 -1.438 0.911
```

Values from the calculation:
Multiplicity: 1
LUMO energy (Eh): 0.0240
Total charge: 0
Orbital gap (eV): 10.3
Structure (SMILES): CCC(C)=O.CCC(C)=O
Molar mass (g/mol): 144.21

***

Relative to the most stable one, in kcal/mol, the structures come out at one 0.0; two 112.9; three 2.9.

***

--- one ---
# H46O23

23 unconnected molecules or ions with the total composition H46O23 (ωB97M-V/def2-TZVPD, the Open Molecules 2025 dataset).

Geometry as XYZ:
```
69
Properties=species:S:1:pos:R:3
O -2.129 -1.067 -1.551
H -2.719 -1.053 -2.299
H -2.532 -0.444 -0.920
O -2.099 -2.794 3.628
H -2.632 -3.056 2.851
H -1.196 -2.820 3.285
O -3.399 2.880 -1.479
H -4.112 3.495 -1.667
H -2.689 3.360 -1.039
O -3.401 -0.026 0.773
H -4.000 0.570 1.228
H -2.725 -0.356 1.414
O -3.450 0.960 -3.898
H -4.009 1.244 -4.636
H -3.447 1.653 -3.250
O 1.249 -2.057 1.027
H 1.678 -1.602 1.771
H 1.542 -3.000 1.160
O -4.121 2.175 2.821
H -3.647 2.810 2.204
H -4.859 2.650 3.143
O 1.228 -0.363 -1.970
H 1.699 0.051 -2.734
H 1.094 0.392 -1.386
O 0.385 2.500 -2.525
H -0.116 2.636 -1.733
H -0.193 1.952 -3.113
O 4.931 -0.212 2.648
H 5.496 0.477 2.916
H 4.988 -0.430 1.720
O -1.640 3.212 0.703
H -1.797 2.229 0.780
H -0.986 3.373 1.396
O 4.720 -0.688 -0.221
H 4.152 -1.352 -0.632
H 4.209 0.103 -0.379
O 0.237 0.254 2.832
H -0.611 0.318 3.321
H 1.032 -0.026 3.360
O 2.520 2.568 -0.350
H 2.305 2.732 -1.274
H 1.706 2.235 0.034
O -0.650 0.725 -4.276
H -1.589 0.816 -4.462
H -0.570 0.039 -3.619
O -2.234 -0.121 3.720
H -3.090 0.269 3.582
H -2.226 -1.067 3.496
O 2.588 -0.970 3.625
H 3.356 -0.443 3.264
H 3.154 -1.548 4.174
O -1.152 -3.015 0.289
H -0.332 -2.622 0.521
H -1.483 -2.568 -0.507
O 1.284 -4.720 -0.058
H 1.458 -4.179 -0.829
H 0.340 -4.886 -0.161
O 3.029 -2.557 -1.728
H 3.472 -2.641 -2.567
H 2.314 -1.923 -1.850
O 0.878 2.964 2.426
H 1.713 3.225 2.009
H 0.871 1.965 2.514
O 1.976 -1.183 -6.224
H 2.901 -1.141 -6.295
H 1.615 -0.316 -5.919
O -0.120 0.500 0.107
H -0.278 -0.417 -0.267
H 0.110 0.329 1.075
```

Values from the calculation:
Multiplicity: 1
LUMO energy (Eh): 0.0016
Total charge: 0
Orbital gap (eV): 10.8
Molar mass (g/mol): 414.35

***

--- two ---
# H46O23

23 unconnected molecules or ions with the total composition H46O23 (ωB97M-V/def2-TZVPD, the Open Molecules 2025 dataset).

Geometry as XYZ:
```
69
Properties=species:S:1:pos:R:3
O 1.179 -3.372 -0.087
H 1.648 -3.951 0.487
H 1.813 -2.749 -0.459
O -3.877 1.214 1.147
H -4.685 0.702 0.978
H -3.304 0.659 1.641
O -0.561 2.193 -5.073
H -1.282 2.664 -4.602
H 0.146 2.269 -4.413
O 0.034 5.325 -0.159
H -0.618 6.090 -0.193
H -0.593 4.600 -0.013
O 2.636 4.099 0.761
H 2.119 4.704 0.194
H 3.353 3.635 0.185
O 1.496 1.821 -2.273
H 2.064 1.044 -2.233
H 0.903 1.869 -1.502
O -3.703 -1.058 -1.250
H -3.323 -1.835 -0.814
H -4.521 -0.869 -0.825
O -3.522 -2.193 2.390
H -2.732 -2.219 1.801
H -3.153 -1.777 3.179
O 1.291 -2.230 4.202
H 1.340 -2.676 5.039
H 1.599 -1.332 4.390
O 1.226 -1.239 -2.613
H 0.971 -1.298 -3.563
H 0.492 -0.758 -2.253
O -1.758 -4.711 -3.635
H -1.805 -3.755 -3.859
H -0.813 -4.900 -3.577
O 0.631 -1.144 -5.438
H -0.315 -1.356 -5.447
H 0.601 -0.313 -5.971
O 3.178 -0.073 4.646
H 4.130 -0.036 4.826
H 2.949 0.783 5.035
O -1.194 0.566 2.396
H -0.391 1.035 2.085
H -0.893 -0.341 2.302
O -1.437 -2.982 -1.170
H -0.638 -3.283 -0.771
H -1.871 -3.680 -1.652
O 2.371 -4.421 2.527
H 2.142 -3.687 3.105
H 3.234 -4.692 2.844
O 4.016 2.116 -0.900
H 3.453 2.416 -1.645
H 4.951 2.342 -1.069
O -2.252 -1.693 -4.177
H -3.129 -1.346 -4.304
H -2.127 -1.784 -3.220
O -1.807 3.060 0.246
H -1.325 2.266 -0.062
H -2.563 2.714 0.790
O -0.307 -1.983 1.999
H 0.153 -2.375 1.225
H 0.109 -2.294 2.809
O 2.323 2.583 5.043
H 1.811 2.675 4.256
H 2.677 3.449 5.230
O -1.498 0.676 -1.667
H -2.277 0.134 -1.426
H -1.816 1.355 -2.277
O 1.117 2.782 2.491
H 1.548 3.165 1.677
H 0.388 3.400 2.666
```

Values from the calculation:
Multiplicity: 1
LUMO energy (Eh): 0.0054
Total charge: 0
Orbital gap (eV): 10.9
Molar mass (g/mol): 414.35

***

Relative to the most stable one, in kcal/mol, the structures come out at one 0.0; two 9.8.

***

--- one ---
# C27H31N3O3

C27H31N3O3 in the gas phase (ωB97M-V/def2-TZVPD, the Open Molecules 2025 dataset).

Geometry as XYZ:
```
64
Properties=species:S:1:pos:R:3
C -4.170 -1.998 -2.764
C -4.538 -1.315 -1.451
N -3.403 -0.647 -0.831
C -2.835 0.448 -1.600
C -3.762 1.640 -1.861
C -3.656 -0.312 0.563
C -3.320 -1.514 1.457
N -1.995 -1.990 1.143
C -0.947 -1.828 1.985
O -1.068 -1.451 3.135
C 0.379 -2.172 1.391
C 0.545 -3.138 0.403
C 1.796 -3.382 -0.132
C 2.900 -2.649 0.297
N 4.148 -2.851 -0.303
C 5.071 -1.896 -0.631
O 6.185 -2.201 -0.998
C 4.578 -0.490 -0.558
C 3.390 -0.132 -1.187
C 2.924 1.165 -1.104
C 3.625 2.119 -0.379
C 3.092 3.525 -0.246
O 1.711 3.651 -0.493
C 0.824 3.126 0.405
C -0.520 3.393 0.142
C -1.503 2.929 0.991
C -1.165 2.187 2.112
C 0.166 1.915 2.369
C 1.163 2.376 1.525
C 4.834 1.770 0.213
C 5.316 0.479 0.111
C 2.747 -1.730 1.333
C 1.499 -1.501 1.872
H -3.993 -1.276 -3.555
H -3.274 -2.600 -2.633
H -4.984 -2.648 -3.075
H -5.383 -0.626 -1.618
H -4.876 -2.080 -0.749
H -2.493 0.042 -2.555
H -1.952 0.795 -1.056
H -4.588 1.361 -2.510
H -3.201 2.435 -2.345
H -4.167 2.022 -0.927
H -4.696 0.000 0.743
H -2.995 0.510 0.844
H -4.036 -2.327 1.304
H -3.330 -1.224 2.510
H -1.828 -2.080 0.151
H -0.299 -3.717 0.059
H 1.921 -4.132 -0.900
H 4.406 -3.802 -0.538
H 2.831 -0.867 -1.747
H 2.001 1.440 -1.592
H 3.561 4.163 -1.004
H 3.345 3.931 0.744
H -0.765 3.977 -0.732
H -2.538 3.158 0.780
H -1.927 1.822 2.783
H 0.430 1.339 3.242
H 2.193 2.142 1.745
H 5.395 2.514 0.760
H 6.255 0.205 0.569
H 3.608 -1.204 1.714
H 1.369 -0.797 2.678
```

Values from the calculation:
Multiplicity: 1
LUMO energy (Eh): 0.0201
Total charge: 0
Orbital gap (eV): 9.2
Structure (SMILES): CCN(CC)CCNC(=O)c1ccc(NC(=O)c2ccc(COc3ccccc3)cc2)cc1
Molar mass (g/mol): 445.56

***

--- two ---
# C27H31N3O3

3 unconnected molecules or ions with the total composition C27H31N3O3 (ωB97M-V/def2-TZVPD, the Open Molecules 2025 dataset).

Geometry as XYZ:
```
64
Properties=species:S:1:pos:R:3
C -5.635 -3.149 2.394
C -4.623 -2.046 2.480
C -3.605 -2.114 3.429
C -2.663 -1.093 3.553
C -1.623 -1.201 4.615
C -2.736 -0.014 2.666
N -1.837 1.090 2.809
C -0.472 1.096 2.671
C 0.245 0.043 1.958
C 1.676 -0.095 2.246
C 2.505 -0.748 1.382
C 3.954 -0.677 1.463
C 4.752 -1.196 0.411
C 6.126 -0.977 0.389
C 6.748 -0.263 1.422
C 5.982 0.214 2.491
C 4.602 0.010 2.523
O -0.341 -0.676 1.122
N -0.061 2.360 2.873
C 1.289 2.877 2.727
C -1.144 3.143 3.250
C -2.243 2.370 3.206
C -3.747 0.081 1.708
C -3.824 1.234 0.774
C -4.687 -0.947 1.624
H -6.401 -2.903 1.649
H -5.165 -4.101 2.102
H -6.128 -3.312 3.365
H -3.554 -2.980 4.088
H -1.215 -0.231 4.902
H -2.057 -1.664 5.510
H -0.798 -1.845 4.287
H 2.032 0.329 3.187
H 2.084 -1.308 0.543
H 4.252 -1.746 -0.391
H 6.714 -1.361 -0.443
H 7.821 -0.078 1.394
H 6.452 0.760 3.306
H 4.010 0.407 3.349
H 1.230 3.962 2.592
H 1.894 2.668 3.615
H 1.784 2.442 1.860
H -1.052 4.195 3.489
H -3.277 2.613 3.395
H -4.564 1.007 0.001
H -4.141 2.153 1.277
H -2.867 1.425 0.281
H -5.480 -0.900 0.878
O 0.948 2.331 -4.577
C 0.040 2.328 -3.826
C 0.638 -0.375 -2.834
C 0.546 -1.117 -4.123
C 2.010 -1.649 -4.297
C 2.889 -0.882 -3.288
N 1.891 -0.133 -2.492
O -0.872 2.380 -3.077
H -0.197 0.008 -2.259
H -0.253 -1.885 -4.161
H 0.351 -0.383 -4.948
H 2.033 -2.715 -4.034
H 2.368 -1.496 -5.327
H 3.423 -1.558 -2.599
H 3.609 -0.198 -3.769
H 2.152 0.630 -1.886
```

Values from the calculation:
Multiplicity: 1
LUMO energy (Eh): -0.0300
Total charge: 0
Orbital gap (eV): 2.7
Molar mass (g/mol): 445.56

***

Relative to the most stable one, in kcal/mol, the structures come out at one 0.0; two 122.9.